Entry 1:
13 unconnected molecules or ions with the total composition C33H84F12O13P at a distorted geometry, computed with ωB97M-V with the def2-TZVPD basis set.

XYZ file:
```
143
C33H84F12O13P, DFT ωB97M-V with the def2-TZVPD basis set
F 1.8020 3.4800 0.5840
C 2.3188 2.6262 -0.4311
F 2.0922 3.1446 -1.7436
C 1.5443 1.2207 -0.3476
F 1.0209 0.9324 0.9456
F 0.4386 1.2938 -1.2711
P 2.7255 -0.1485 -1.0086
C 1.6417 -1.5683 -0.3309
C 1.8822 -2.9552 -1.1198
O 1.0488 -3.0620 -2.3165
C 1.8510 -2.7684 -3.4928
C 0.9678 -2.3935 -4.7582
F -0.3936 -2.5632 -4.3428
F 1.1328 -3.3760 -5.7830
C 1.0646 -0.9068 -5.2846
F 0.3655 -0.8658 -6.5299
F 0.3968 0.0238 -4.4613
C 2.5074 -0.3193 -5.5616
F 2.2989 0.8932 -6.2830
F 3.1947 0.1005 -4.4002
C 3.4652 -1.2040 -6.4781
F 4.8220 -1.0238 -6.1557
F 3.3091 -0.7207 -7.8122
H 3.4337 2.5365 -0.2407
H 1.9368 -0.2005 -2.2310
H 3.5341 0.8967 -1.6559
H 3.4890 -0.0362 0.2353
H 3.6993 -1.1107 -1.4885
H 1.7337 -1.6925 0.8001
H 0.5429 -1.3085 -0.5318
H 2.9802 -3.1478 -1.3441
H 1.5608 -3.7886 -0.4001
H 2.3916 -3.7483 -3.7407
H 2.6052 -1.9856 -3.1696
H 3.2270 -2.3059 -6.5239
C -3.6344 -3.0711 -6.2830
C -2.7787 -3.3208 -7.5096
O -2.0238 -2.1595 -7.8291
H -4.3130 -2.2317 -6.4537
H -4.2244 -3.9560 -6.0310
H -3.0108 -2.8081 -5.4237
H -3.4056 -3.5620 -8.3706
H -2.0884 -4.1541 -7.3406
H -1.4648 -1.9569 -7.0677
C -2.9289 0.7943 2.4529
C -2.6468 2.2315 2.0598
O -1.4564 2.6924 2.6895
H -3.0354 0.7069 3.5367
H -3.8447 0.4334 1.9786
H -2.1005 0.1428 2.1600
H -3.4669 2.8810 2.3733
H -2.5278 2.3234 0.9760
H -0.7333 2.1192 2.3992
C -0.2672 -5.6654 3.1371
C 0.6045 -5.9264 1.9255
O 1.3706 -4.7715 1.6177
H -0.9386 -4.8228 2.9542
H -0.8660 -6.5468 3.3838
H 0.3463 -5.4024 4.0031
H -0.0110 -6.1672 1.0562
H 1.2878 -6.7630 2.1072
H 1.9188 -4.5730 2.3904
C 4.5588 -2.5823 5.3540
C 3.8330 -3.2474 4.2013
O 3.0633 -4.3506 4.6730
H 5.2164 -3.2968 5.8564
H 5.1571 -1.7381 5.0039
H 3.8470 -2.2219 6.1026
H 4.5475 -3.6244 3.4666
H 3.1647 -2.5393 3.7013
H 2.4257 -4.0093 5.3174
C -0.8992 -0.2658 5.4805
C 0.5832 -0.0017 5.6643
O 1.2775 -0.1932 4.4379
H -1.0654 -1.2858 5.1247
H -1.4396 -0.1275 6.4207
H -1.3224 0.4064 4.7309
H 1.0056 -0.6901 6.3996
H 0.7568 1.0228 6.0104
H 0.9093 0.4227 3.7916
C 2.7394 7.0159 -0.1979
C 2.2856 7.3630 -1.6039
O 2.9879 6.5699 -2.5550
H 3.8148 7.1831 -0.0902
H 2.2118 7.6217 0.5431
H 2.5581 5.9595 0.0183
H 2.4892 8.4140 -1.8225
H 1.2131 7.1874 -1.7225
H 2.7957 5.6424 -2.3606
C -4.3539 -4.0921 -2.8441
C -3.3803 -3.0398 -2.3494
O -2.1430 -3.6415 -1.9954
H -4.5241 -4.8485 -2.0744
H -5.3127 -3.6417 -3.1143
H -3.9510 -4.6117 -3.7179
H -3.7764 -2.5384 -1.4641
H -3.1962 -2.2845 -3.1208
H -1.7922 -4.0743 -2.7835
C -1.1257 9.5543 0.9840
C -1.4495 8.8692 -0.3281
O -0.8343 7.5878 -0.3760
H -0.0453 9.6634 1.1031
H -1.5871 10.5435 1.0322
H -1.4811 8.9588 1.8298
H -1.0737 9.4555 -1.1689
H -2.5309 8.7460 -0.4487
H -1.1772 7.0722 0.3650
C -2.1956 5.1036 -2.4648
C -2.5721 4.0381 -1.4582
O -3.4872 3.1118 -2.0348
H -3.0837 5.6407 -2.8089
H -1.4974 5.8192 -2.0260
H -1.7324 4.6552 -3.3484
H -3.0524 4.4897 -0.5872
H -1.6861 3.4917 -1.1195
H -3.0523 2.7104 -2.7972
C 3.8143 10.0252 3.1974
C 2.8429 10.5552 2.1613
O 1.8244 11.3237 2.7942
H 3.2919 9.4063 3.9307
H 4.5994 9.4283 2.7276
H 4.2800 10.8481 3.7478
H 2.3642 9.7312 1.6296
H 3.3566 11.1864 1.4289
H 2.2552 12.0541 3.2541
C -0.5749 -5.6608 8.0823
C 0.2893 -5.9190 6.8637
O 1.0498 -4.7595 6.5425
H -1.2492 -4.8201 7.9024
H -1.1694 -6.5423 8.3332
H 0.0425 -5.3958 8.9456
H -0.3308 -6.1618 5.9999
H 0.9750 -6.7534 7.0419
H 1.6037 -4.5534 7.3063
C -6.0175 -8.4651 -1.2543
C -5.1426 -8.7122 -2.4678
O -4.3641 -7.5583 -2.7579
H -6.6797 -7.6133 -1.4266
H -6.6255 -9.3438 -1.0252
H -5.4067 -8.2229 -0.3799
H -5.7566 -8.9323 -3.3431
H -4.4685 -9.5582 -2.2972
H -3.8167 -7.3735 -1.9844
```

* orbital gap: 6.257 eV
* E_LUMO: 1.97 eV
* energy relative to the best compared isomer or geometry (same formula, charge and spin): 268.9 kJ/mol
* net charge: -1
* molar mass: 947.972 g/mol

***

Entry 2:
7 unconnected molecules or ions with the total composition C33H84N4O11 at a distorted geometry, computed with ωB97M-V with the def2-TZVPD basis set.

XYZ file:
```
132
C33H84N4O11, DFT ωB97M-V with the def2-TZVPD basis set
C -4.5741 -1.6230 -1.0835
O -3.2982 -1.0541 -0.7212
C -3.4193 0.0570 0.1814
C -2.1798 0.5259 0.8205
N -1.2854 0.8249 -0.2747
C 0.0751 1.0882 0.0988
C 0.8929 1.6806 -1.0738
O 0.8812 1.0092 -2.3112
C 1.0684 -0.4018 -2.3286
H -5.2192 -1.9252 -0.2585
H -4.3713 -2.5457 -1.6272
H -5.1710 -0.9542 -1.7036
H -4.1284 -0.0726 0.9990
H -3.8679 0.8627 -0.3998
H -1.7744 -0.2126 1.5122
H -2.3376 1.3835 1.4746
H -1.6431 0.4352 -1.1351
H 0.4510 0.0986 0.3585
H 0.0877 1.7879 0.9344
H 1.9442 1.5264 -0.8304
H 0.7998 2.7587 -1.2045
H 0.2242 -0.8688 -1.8214
H 2.0148 -0.5926 -1.8226
H 1.0899 -0.8202 -3.3349
C 0.3761 5.5167 7.6573
O 1.5915 5.5253 6.9390
C 1.6557 6.5459 5.8972
C 1.0633 6.0199 4.5730
N 2.0437 5.2773 3.7481
C 1.5424 5.0104 2.4221
C 2.5051 4.2269 1.5639
O 2.4380 2.8848 1.9661
C 3.6501 2.1889 2.0354
H 0.3195 4.9148 8.5643
H -0.5084 5.2855 7.0638
H 0.1637 6.5517 7.9250
H 2.7251 6.6708 5.7271
H 1.4454 7.5711 6.2018
H 0.8117 6.8888 3.9649
H 0.1118 5.4937 4.6492
H 2.3390 4.4254 4.2032
H 1.2245 5.8996 1.8777
H 0.5709 4.5562 2.6170
H 3.4801 4.7115 1.6143
H 2.2050 4.3338 0.5215
H 4.3060 2.7121 2.7312
H 4.3004 2.2442 1.1624
H 3.5275 1.1580 2.3673
C 0.2488 -8.3382 3.2492
O 0.3196 -7.8978 1.8902
C 0.0550 -9.0617 1.0631
C -0.3194 -8.6133 -0.3621
N 0.8118 -7.7419 -0.7497
C 0.5711 -6.9107 -1.8790
C 1.5923 -5.6053 -1.9107
O 1.2433 -4.8766 -0.7581
C 1.8947 -3.6458 -0.5347
H -0.7351 -8.3378 3.7183
H 0.8701 -7.6400 3.8101
H 0.6278 -9.3394 3.4540
H -0.6735 -9.7037 1.5582
H 0.8754 -9.7772 1.1189
H -1.3245 -8.1925 -0.3911
H -0.3902 -9.4406 -1.0683
H 0.9242 -7.1360 0.0505
H -0.4559 -6.5587 -1.9762
H 0.9253 -7.4066 -2.7827
H 1.3927 -5.0280 -2.8135
H 2.6448 -5.8883 -1.8954
H 1.3697 -3.0171 0.1845
H 1.9783 -2.9916 -1.4026
H 2.9079 -3.6900 -0.1354
C -4.4897 4.5318 -0.0166
O -3.8015 5.2892 -1.0594
C -3.0438 4.4506 -1.8914
C -2.6926 5.1930 -3.2272
N -2.4352 4.2653 -4.3221
C -1.2707 3.3896 -4.1454
C -0.7715 2.9370 -5.6019
O -0.2217 4.0943 -6.2875
C 0.3270 3.7352 -7.5697
H -4.4170 5.0650 0.9313
H -4.1856 3.5083 0.2027
H -5.5708 4.5769 -0.1481
H -3.5846 3.5420 -2.1563
H -2.1852 4.0939 -1.3226
H -1.8272 5.8443 -3.1047
H -3.7105 5.5514 -3.3808
H -2.0434 4.9419 -4.9614
H -1.5132 2.4955 -3.5710
H -0.4895 3.9034 -3.5851
H -1.5831 2.5694 -6.2298
H -0.1089 2.0867 -5.4405
H 1.0255 2.8986 -7.5482
H 0.7548 4.6533 -7.9723
H -0.4811 3.5376 -8.2740
C 0.7057 -1.7150 3.0728
C 1.4059 -2.4718 4.2750
C 0.5136 -3.6802 4.7300
O 2.5812 -2.8719 3.7196
H -0.1222 -1.3357 3.6718
H 0.2335 -2.2731 2.2643
H 1.1832 -0.8288 2.6548
H 1.6828 -1.7715 5.0631
H 0.8079 -4.3903 5.5028
H 0.3917 -4.2799 3.8280
H -0.4957 -3.3574 4.9852
H 2.4835 -3.5033 3.0031
C 4.4503 2.4431 -4.1712
C 5.0455 3.6254 -3.3932
C 4.2789 4.1340 -2.1604
O 6.3347 3.3799 -2.9713
H 5.2427 2.2274 -4.8879
H 3.4670 2.7436 -4.5329
H 4.2619 1.4718 -3.7139
H 5.0443 4.4262 -4.1327
H 4.5152 5.1955 -2.0863
H 4.6630 3.6234 -1.2773
H 3.2073 3.9819 -2.2893
H 6.9024 4.1453 -2.8554
C -2.8155 -4.4605 0.0980
C -4.3165 -4.7662 0.1499
C -4.9472 -5.3265 -1.1338
O -4.5409 -5.6232 1.1953
H -2.1722 -5.2945 -0.1826
H -2.5129 -4.1433 1.0959
H -2.5349 -3.7028 -0.6335
H -4.8255 -3.8624 0.4848
H -4.7161 -4.7039 -1.9981
H -6.0274 -5.4337 -1.0347
H -4.5731 -6.3215 -1.3749
H -3.9850 -5.1769 1.8383
```

* 2S+1: 2
* orbital gap (spin up / spin down): 8.209 / 3.459 eV
* E_LUMO (spin up / spin down): -2.37 / -7.12 eV
* energy relative to the best compared isomer or geometry (same formula, charge and spin): 226.0 kJ/mol
* net charge: +1
* molar mass: 713.052 g/mol
* <S²>: 0.75

***

Entry 3:
7 unconnected molecules or ions with the total composition C33H84N4O9S3 at a distorted geometry, computed with ωB97M-V with the def2-TZVPD basis set.

XYZ file:
```
133
C33H84N4O9S3, DFT ωB97M-V with the def2-TZVPD basis set
C 5.2779 -0.0256 3.3372
C 4.6309 1.1273 2.4729
N 3.6592 1.9521 3.3105
C 3.0856 3.0164 2.4495
C 4.0535 4.1523 2.0245
C 2.6539 1.1250 3.9594
C 1.7623 1.7244 4.9737
H 5.7067 0.3048 4.2833
H 6.1529 -0.3998 2.8056
H 4.6643 -0.8705 3.6498
H 5.3464 1.7934 1.9909
H 4.1195 0.6578 1.6326
H 2.5962 2.6047 1.5668
H 2.2897 3.4250 3.0722
H 3.5772 5.0155 1.5596
H 4.5518 4.4991 2.9298
H 4.8474 3.7750 1.3799
H 3.0831 0.2911 4.5150
H 2.0335 0.7274 3.1562
H 1.0824 2.4660 4.5544
H 2.3120 2.2705 5.7403
H 1.1241 0.9944 5.4717
C 3.9243 -0.9768 -2.5244
C 3.6235 -2.3892 -2.9662
N 3.5862 -2.6148 -4.4001
C 3.4248 -3.9808 -4.8173
C 4.6455 -4.8014 -4.4691
C 2.6381 -1.7793 -5.1640
C 1.1436 -2.0033 -4.7825
H 4.6960 -0.4959 -3.1255
H 4.3095 -0.9193 -1.5063
H 3.0557 -0.3183 -2.5230
H 4.3557 -3.0236 -2.4667
H 2.7303 -2.7927 -2.4891
H 2.4577 -4.4277 -4.5870
H 3.4959 -4.0456 -5.9030
H 4.6876 -5.8041 -4.8945
H 5.5115 -4.2060 -4.7583
H 4.6703 -4.8884 -3.3829
H 2.7131 -2.0219 -6.2240
H 2.8388 -0.7117 -5.0746
H 0.4821 -1.4601 -5.4573
H 0.8456 -1.7085 -3.7763
H 0.8094 -3.0065 -5.0470
C -5.3757 0.1943 0.8647
C -4.2095 0.9325 0.2803
N -4.6303 1.7919 -0.8153
C -3.5581 2.7711 -1.1414
C -4.0665 3.8990 -2.0446
C -5.1564 1.0951 -2.0098
C -4.1360 0.2685 -2.7346
H -6.2626 0.7222 1.2153
H -5.0719 -0.3902 1.7331
H -5.7867 -0.5308 0.1623
H -3.7594 1.5967 1.0182
H -3.4635 0.2286 -0.0885
H -3.1006 3.2677 -0.2858
H -2.7135 2.3093 -1.6529
H -4.8914 4.4395 -1.5804
H -3.2969 4.6699 -2.0836
H -4.2873 3.5586 -3.0563
H -5.4883 1.8043 -2.7681
H -6.0567 0.5384 -1.7497
H -4.6417 -0.3211 -3.4993
H -3.5639 -0.4167 -2.1091
H -3.4085 0.9474 -3.1795
C 0.6415 -4.8307 -0.6326
C -0.7246 -4.9079 -1.2834
N -1.6445 -3.8832 -0.7494
C -1.9494 -4.1854 0.6758
C -2.6924 -5.5889 0.9885
C -2.9093 -3.8562 -1.4843
C -2.7135 -3.4013 -2.8773
H 0.5515 -5.2216 0.3809
H 1.0972 -3.8405 -0.6428
H 1.2702 -5.4622 -1.2603
H -0.5198 -4.8820 -2.3537
H -1.0947 -5.9211 -1.1266
H -0.9940 -4.2997 1.1879
H -2.3660 -3.3575 1.2494
H -3.6400 -5.6166 0.4505
H -2.0444 -6.4238 0.7219
H -2.8677 -5.6638 2.0617
H -3.5277 -3.1290 -0.9580
H -3.3719 -4.8431 -1.4960
H -3.6801 -3.3620 -3.3795
H -2.1222 -4.1266 -3.4363
H -2.3070 -2.3916 -2.8194
O -0.5352 -3.7326 6.1983
S -0.8968 -2.9743 5.0015
O -1.3946 -3.5949 3.7929
O -1.8721 -1.7600 5.4694
C -2.4038 -0.7910 4.5449
C -2.9418 0.3638 5.3694
C 0.5908 -1.9326 4.5193
H -3.0957 -1.2956 3.8706
H -1.5911 -0.3223 3.9899
H -3.4001 1.1510 4.7707
H -2.0822 0.7382 5.9252
H -3.7497 0.0606 6.0354
H 0.3129 -1.3842 3.6192
H 1.4907 -2.5470 4.5506
H 0.6476 -1.1653 5.2913
O 1.7765 0.8828 -0.4952
S 1.3524 -0.1558 0.4484
O 2.4086 -0.9738 1.0726
O 0.2874 0.4833 1.6086
C -0.5467 1.6354 1.2338
C -1.4598 1.9054 2.4165
C 0.1825 -1.1913 -0.3940
H -1.0787 1.5781 0.2841
H 0.0361 2.5336 1.0292
H -1.0011 1.8934 3.4052
H -2.2619 1.1686 2.3724
H -1.8914 2.9063 2.4129
H -0.7774 -0.7286 -0.6234
H -0.0182 -1.9864 0.3241
H 0.6241 -1.6484 -1.2796
O 0.4776 4.9615 0.9977
S 0.1780 5.1365 -0.4400
O -1.0097 4.5225 -1.0133
O 0.1624 6.7454 -0.8369
C -0.2069 7.1524 -2.1689
C 0.6088 8.3640 -2.6223
C 1.6665 4.5667 -1.3389
H -1.2682 7.3876 -2.2489
H -0.1942 6.2526 -2.7839
H 1.6792 8.2022 -2.4954
H 0.3679 9.1689 -1.9278
H 0.3123 8.7158 -3.6104
H 1.5556 4.8121 -2.3951
H 1.6855 3.4842 -1.2128
H 2.5521 4.9797 -0.8559
```

* 2S+1: 2
* orbital gap (spin up / spin down): 8.018 / 3.158 eV
* E_LUMO (spin up / spin down): -1.95 / -6.81 eV
* net charge: +1
* molar mass: 777.255 g/mol
* <S²>: 0.75